Entry 1:
Entry from the Open Molecules 2025 dataset: a molecular structure, C28H33N3NdO4SSb at a distorted geometry (the ωB97M-V functional and the def2-TZVPD basis).

For the total energy, the calculation gives -74883.1866 eV. The energy above the lowest of the compared OMol25 structures with the same formula, charge and spin is 5.4 kJ/mol. The HOMO-LUMO gap (alpha / beta) is 8.2996 / 8.3606 eV. The multiplicity is 4.

CARTESIAN COORDINATES (ANGSTROEM)
C -0.52823 -2.97341 4.09368
H 5.26002 1.84578 4.25909
C -3.00728 -3.73589 -0.16367
H -0.94935 -1.32136 5.38427
H 7.16091 0.68482 3.30746
H -2.39072 -4.25296 0.52558
H -1.03934 -3.65174 4.74050
C -0.95568 -1.10237 -4.75126
H 0.29631 0.50990 -5.66898
H -3.58322 -0.69168 2.16715
N -2.20554 1.74271 -2.15764
O -2.26996 1.59813 2.11143
C 3.65788 0.25987 1.65699
H 0.96874 5.99769 1.16748
C -2.25117 2.84893 -1.73587
C -3.59097 -2.54216 0.54680
C -2.18429 0.74449 1.26940
C 0.80352 2.78411 2.35522
H -0.42749 -3.21070 -5.06217
C 1.31579 2.86772 0.01806
H -3.81813 -4.43425 -0.45965
C 1.17891 4.27938 0.01273
H 3.14918 1.96864 2.90900
C 0.74885 4.16586 2.41071
C -2.15686 -1.23024 -5.64623
H 0.01873 0.37107 3.67275
H 0.61488 2.21279 3.27402
C 0.11163 -3.43180 2.98958
H -1.95806 -1.02133 -6.74070
H -2.60339 -2.22893 -5.46968
H 6.84952 -0.92051 1.42458
C -0.45774 -1.58708 4.46735
C 4.72127 -0.55197 1.25381
H 0.45357 -1.98380 -6.06701
O -4.36384 -2.80217 1.46694
H -0.87859 1.12221 -4.55831
H 1.54384 2.43329 -0.94787
H 1.19310 -2.99536 1.21925
C 3.86862 1.20937 2.66695
Sb 1.60847 0.05883 0.98959
H 0.02393 -4.49832 2.75454
H 4.65248 -1.27434 0.43363
C 0.69014 -1.24062 2.38257
H -2.87080 -3.17643 -2.13012
H -1.48644 -3.91218 -1.52119
H 0.83989 -2.24765 -4.26733
C 0.94650 4.88117 1.22870
C -3.31662 -0.26439 1.14996
N -2.24184 -3.31131 -1.33633
C -0.26766 0.26398 -4.79370
Nd -1.50035 -0.67446 -1.37839
H 0.57778 0.24636 -4.06482
N -3.04011 -1.36771 0.24561
C 1.16265 2.12377 1.15626
C 6.18432 0.53532 2.85617
H 0.38839 4.62985 3.31728
S 1.48278 -1.12107 -1.00194
H -2.13706 4.71672 -2.36462
H -4.14980 0.31179 0.88292
C 5.06877 1.25321 3.33384
C -2.42931 4.24633 -1.42983
H -3.51390 4.33537 -1.02631
H 1.25423 4.89013 -0.85614
H -1.77822 4.55147 -0.63923
C 0.05764 -2.23189 -5.04768
H -2.85079 -0.47012 -5.30723
O -1.11829 0.68825 0.44715
C 0.79494 -2.58811 2.13531
C 0.11330 -0.71565 3.52375
O -1.45062 -1.27721 -3.43106
C 6.01016 -0.33817 1.81688



Entry 2:
Entry from the Open Molecules 2025 dataset: 2 unconnected molecules or ions with the total composition C28H33N3O2 at a distorted geometry (the ωB97M-V functional and the def2-TZVPD basis).

For the total energy, the calculation gives -38131.2866 eV. The energy above the lowest of the compared OMol25 structures with the same formula, charge and spin is 653.4 kJ/mol. The HOMO-LUMO gap is 4.6591 eV.

CARTESIAN COORDINATES (ANGSTROEM)
H -0.69372 2.18273 0.19700
C -1.30500 -1.16634 2.26601
C 0.62102 4.18821 -1.10069
C 2.63299 -5.05071 -2.20428
N 2.93853 -4.36828 -0.96433
C 0.82640 -0.93450 0.24122
H -4.40220 -1.40793 6.49982
H 3.33059 -4.76220 -3.00646
H 3.55278 4.53883 -3.64914
C 1.53435 -2.48112 -1.50893
C 1.28487 3.02533 -1.56446
H 1.54058 -1.43001 2.23444
C -4.17217 0.91846 5.63696
C -0.81795 0.09846 1.83809
H 0.53430 0.38821 -4.66840
H -5.20057 0.65954 5.91676
H 3.63771 -5.81705 0.40454
H 2.92225 2.29439 -2.78162
C 0.99148 5.44384 -1.57377
C 2.36585 3.18754 -2.47108
C -2.07792 1.12877 3.66119
H 1.61205 -4.83264 -2.53086
C 0.92664 1.70098 -1.11016
H -0.35468 1.79239 -5.31191
H -0.82614 2.21753 2.30757
H -0.99482 -2.06925 1.73999
C -2.20964 -1.28323 3.30055
C -1.63893 -0.09921 -3.08305
H -0.17322 4.07806 -0.35942
H 2.31732 6.57145 -2.86280
C -2.63495 -0.13185 4.01842
H 2.73344 -6.13251 -2.04188
H 1.49349 -2.78548 -2.55528
C 2.73023 4.44513 -2.93965
C 1.56176 -1.70995 1.18044
C -1.22134 1.23982 2.58086
C 0.01232 0.21226 0.65290
H -1.75078 -0.25521 -2.00180
H 2.93054 -3.32949 1.51007
H 4.77107 -5.34185 -0.88067
H -4.19080 1.77300 4.95492
H -2.33796 2.01938 4.23297
C 0.03344 1.42037 -0.08868
C 4.00365 -4.96559 -0.18961
H -4.93889 -1.84850 4.86023
H -1.09860 -0.95325 -3.50624
H 0.88774 2.00913 -4.05642
H 0.45305 6.32318 -1.21381
H -3.30082 -2.28776 5.40727
H 4.45602 -4.23231 0.48371
C 2.03768 5.58495 -2.49525
N -1.60275 2.26877 -2.95473
C 2.32791 -2.78792 0.78027
H -2.65537 -0.08786 -3.51124
C 0.88643 -1.32696 -1.10970
O -2.52389 2.11765 -2.10303
C 2.28501 -3.23636 -0.57070
H -3.63242 1.21082 6.55045
C 0.07893 1.34966 -4.40307
C -4.07579 -1.51699 5.45910
O -1.26250 3.39811 -3.39925
N -3.56868 -0.23724 5.00672
C -0.94260 1.15155 -3.38038
H 0.37420 -0.71689 -1.85517
H 1.58976 0.91247 -1.46426
H -2.61130 -2.26448 3.54971



Entry 3:
Entry from the Open Molecules 2025 dataset: a molecular structure, C28H33N4O4S6W at a distorted geometry (the ωB97M-V functional and the def2-TZVPD basis).

For the total energy, the calculation gives -110555.8811 eV. The energy above the lowest of the compared OMol25 structures with the same formula, charge and spin is 0.0 kJ/mol. As for the net charge: +1. The HOMO-LUMO gap (alpha / beta) is 7.5261 / 7.1158 eV. The multiplicity is 3.

CARTESIAN COORDINATES (ANGSTROEM)
C 1.51882 -2.25879 1.88717
S -0.47125 0.52283 3.39400
H 4.44371 -3.90377 1.56288
S -4.13932 1.22076 0.19276
N -0.84489 -1.10814 -1.89424
O -1.39625 1.61987 3.33605
C 0.70244 4.68036 1.03214
C -0.97324 3.00697 0.77441
C 4.06000 2.14620 7.05548
O -0.95333 -0.75988 3.84703
C -2.13128 -2.85255 -2.93988
S -3.72606 0.91495 -1.78368
H 2.27192 1.55397 -2.63729
C 2.58216 2.54138 5.04981
O 0.26871 0.34435 2.04582
H 1.27119 2.81223 3.37650
C 3.62569 -3.23250 1.34179
H 4.43218 3.14123 6.81918
H -2.55694 -5.42818 0.91176
H 0.68095 -2.10428 2.55319
C -1.87387 -1.98252 -1.89960
H -1.59089 -4.82541 -0.45538
C 0.86534 0.99106 4.44006
W -0.55642 0.01151 0.06661
N 1.52043 -1.52868 0.76474
H 2.49504 -3.69174 3.12637
S -1.36862 -3.48658 1.46802
H 1.63090 -0.24258 -3.93314
H -1.99548 2.65629 0.82254
C 2.19624 1.38478 -0.04166
H -2.32942 -2.32219 3.26082
H 0.22974 0.78339 -4.04928
C 2.54228 -3.12520 2.20804
S -2.83108 -0.21498 0.90693
S -1.78070 1.51114 -1.69623
C 1.64852 3.75407 0.60895
H 0.65193 -0.72802 5.69045
H -3.56071 -2.73766 2.02917
H -2.91156 -4.01050 3.12206
C 1.23443 2.47185 0.31170
C -0.61934 4.29690 1.13137
C -0.27110 -1.90861 -4.06312
H 3.53513 -0.25614 -1.39092
H 0.64437 1.92680 -2.09990
C 0.80356 0.16695 -3.34958
H 3.11559 1.80713 -0.46570
H 4.49405 -2.46010 -0.47026
C -0.10431 -1.00254 -3.02092
H 3.73568 2.14526 8.09556
C 2.57570 -1.59654 -0.02654
H 2.48882 -0.05327 7.20523
H 1.00373 5.68795 1.28253
N 1.58200 0.42926 -0.99048
H -3.14058 -4.02338 -0.03002
C 3.65458 -2.44289 0.21040
C 1.55140 2.17427 4.20450
H 0.37142 -1.81701 -4.92746
H 2.69520 4.00793 0.52436
H -2.50366 -1.95905 -1.02538
H -1.38796 4.97386 1.47100
H -1.41813 -3.54053 -4.84822
C 1.20114 0.18449 5.51567
C 2.93912 1.74705 6.13859
H 3.11745 3.46569 4.87392
C 2.53705 -0.67550 -1.20727
H 2.25741 -1.23029 -2.10222
H 4.89463 1.44870 6.97426
C -2.69389 -3.08856 2.58106
O -0.99692 -2.27363 0.63450
H -2.98486 -3.51016 -2.87052
C -2.26267 -4.54251 0.35225
C 1.33461 1.10445 -2.28006
C 2.23265 0.57127 6.35883
H 2.44889 0.83209 0.86795
N -0.05985 2.12049 0.36167
C -1.28076 -2.85115 -4.02702



Entry 4:
Entry from the Open Molecules 2025 dataset: a molecular structure, C28H33N5O11STi (the ωB97M-V functional and the def2-TZVPD basis).

For the total energy, the calculation gives -93495.9135 eV. The energy above the lowest of the compared OMol25 structures with the same formula, charge and spin is 123.6 kJ/mol. The HOMO-LUMO gap is 7.8786 eV.

CARTESIAN COORDINATES (ANGSTROEM)
H -1.75417 -2.69913 -1.82287
H -2.73071 -2.28458 4.57025
C -1.29479 3.79597 -0.37236
C -1.23697 -2.48517 2.94218
O -3.46851 1.44067 1.69187
C -1.52427 -1.56367 1.76317
H -2.77182 2.83597 3.94445
C -3.01645 -1.63672 1.38231
H -0.81579 -3.73332 -2.89977
C -0.78051 -3.16523 -1.97226
C -3.67559 -0.79809 2.53328
H 0.40477 6.49398 -4.65355
C 1.34800 -0.30761 -1.55300
C -0.52126 4.69777 -3.93760
N -1.64051 3.57705 1.85156
H 2.66387 1.75446 0.70635
H 0.89571 -3.48723 -4.34695
Ti -1.87916 1.40494 0.68613
H -0.83267 -1.60224 0.92484
O 3.35259 -0.86992 -4.39543
C -3.23737 -1.08706 -0.01469
C 4.20645 -3.15670 0.56862
H -1.32763 2.08731 4.71826
C 0.26014 -2.09867 -2.00252
O -1.44033 -0.24461 2.37371
H -1.55194 3.83384 4.73097
C -2.44641 -0.47773 3.39230
H 2.84262 1.60817 2.46145
H -2.54882 0.40718 4.00928
C -0.96326 3.09584 2.84400
O -3.97219 -1.59031 -0.81774
H 0.64081 7.47872 -2.39679
H -3.39705 -2.65616 1.38856
C 3.04654 -3.54809 -0.33792
C -1.92312 -1.72323 4.10289
H 1.11922 2.94379 3.58154
H 4.76124 -2.32334 0.14039
H 2.56672 -5.17653 -3.61125
O -0.03859 1.48496 0.83896
H -0.16362 -2.57215 3.10478
H -1.42256 3.02316 -2.93545
C 0.44354 2.71291 2.76956
H -1.64207 -3.48364 2.78393
O 3.81467 0.40222 -2.71520
H 2.52351 -2.81936 -4.36530
H 1.57933 0.63868 -1.09762
N 0.25841 -1.04665 -1.20791
O -2.05809 2.71821 -0.61044
O -5.50743 0.70632 2.22476
H 4.88782 -3.99305 0.71588
C -4.32914 0.51299 2.10878
O 4.37488 -2.95256 -2.51498
H -1.20728 -1.44964 4.87612
H 2.16585 0.26450 1.50723
H 1.47132 -4.83012 -2.27665
C -0.24743 5.80520 -1.40513
S 3.67975 -4.06650 -1.92051
H -0.14979 6.22243 -0.41263
C 2.02029 -0.94114 -2.55155
H -0.62898 4.26464 -4.92316
H 2.37860 -2.70718 -0.51190
H -4.42510 -1.37989 3.06406
C 2.21119 1.34997 1.61441
C 1.73599 -3.19222 -3.71837
C -0.96519 3.99706 -2.82577
C -1.70327 2.92809 4.13680
H 2.47917 -4.39221 0.05739
N -0.94949 4.16419 0.80303
C -0.82713 4.54774 -1.55644
C 0.19322 6.50103 -2.51734
H -0.60769 -3.86419 -1.14998
C 2.23129 -4.39610 -2.92684
O 4.35072 -5.32577 -1.73236
O -2.46496 -0.03375 -0.29907
N 1.31284 -2.08145 -2.86601
N 3.15755 -0.45056 -3.27105
C 0.83339 1.89721 1.77748
C 0.05864 5.94816 -3.78549
H 3.81845 -2.85184 1.54029



Entry 5:
Entry from the Open Molecules 2025 dataset: a gas-phase ion, C28H33O2Si (charge +1) at a distorted geometry (the ωB97M-V functional and the def2-TZVPD basis).

For the total energy, the calculation gives -41539.0130 eV. The energy above the lowest of the compared OMol25 structures with the same formula, charge and spin is 0.0 kJ/mol. As for the net charge: +1. The HOMO-LUMO gap is 7.1280 eV.

CARTESIAN COORDINATES (ANGSTROEM)
C -1.38970 0.44680 -1.00891
H -1.42039 3.03458 0.87025
C 3.59593 -0.99550 -2.05588
H 4.46123 -3.52646 -2.88777
H -0.74641 -4.16333 1.71972
C -0.94918 -3.15153 1.33751
H -2.13034 1.42329 1.30050
H 1.70031 -1.23113 1.17209
H -0.04228 -2.79265 0.82917
C -3.21443 -1.09123 -0.90801
C -3.65741 1.23212 -1.46550
H -4.31823 2.07100 -1.70008
H -1.01811 2.28058 2.41730
C -0.15434 2.41390 -1.45113
H 2.53288 1.82824 -0.47033
C 2.46217 0.84915 -0.95689
C 0.37204 4.55818 -2.41726
H -3.89310 -2.25818 2.45315
C 0.31346 0.18454 1.70304
H 4.30890 -2.42645 -4.30537
O 4.78794 -1.49643 -2.48351
Si -1.49097 -2.09003 2.75126
H 3.27087 -0.90571 3.15188
H 1.85363 3.10064 -1.81571
H 0.85135 2.05436 0.99415
C -1.82699 -0.85072 -0.87229
H 0.21122 -1.34107 -2.22337
C 1.16322 -0.91478 -1.91298
C -1.23515 2.06799 1.36033
C -1.51688 2.67517 -1.71598
C -1.95288 3.91694 -2.17448
C 3.64040 0.22533 -1.34068
H 1.12274 5.27413 -2.75317
C -3.19968 -1.42299 2.62617
H 2.26357 -2.53802 -2.81740
C 2.33354 -1.57820 -2.30177
C 0.79569 3.32571 -1.88469
C 0.01529 1.37359 0.78792
H 4.61014 0.67205 -1.11484
H 5.91479 -2.75048 -3.58491
H -1.37916 -2.03693 5.20128
H -3.30359 -0.70486 1.80219
C 1.20075 0.27039 -1.16943
H 2.35988 0.41326 1.38161
C 2.19874 -0.70074 3.21604
H -1.75576 -3.22592 0.59282
O -0.60024 -0.25496 2.47301
H -5.19111 -0.24102 -1.05188
C -0.02343 1.06552 -0.68802
H -1.29532 5.85249 -2.88501
H -1.46793 -3.69761 4.55478
C 1.69074 -0.33973 1.81969
C -1.00529 -2.70803 4.41825
H -3.56765 -2.11164 -0.75885
C -4.11975 -0.04816 -1.12916
H -3.02210 4.12777 -2.21738
H 0.07918 -2.81192 4.53405
H 1.70955 -1.59439 3.61067
C 4.85154 -2.62579 -3.37411
C -2.28484 1.45939 -1.41900
C -0.98856 4.87145 -2.51805
H -3.47826 -0.91821 3.56267
H 2.07766 0.13136 3.91572
H -1.10991 -1.65514 -0.72340



Entry 6:
Entry from the Open Molecules 2025 dataset: a molecular structure, C28H34Cl5GeN7OTi at a distorted geometry (the ωB97M-V functional and the def2-TZVPD basis).

For the total energy, the calculation gives -184297.5768 eV. The energy above the lowest of the compared OMol25 structures with the same formula, charge and spin is 30.0 kJ/mol. As for the net charge: +2. The HOMO-LUMO gap (alpha / beta) is 6.7802 / 5.9628 eV. The multiplicity is 3.

CARTESIAN COORDINATES (ANGSTROEM)
C -1.97933 2.21161 2.74258
H 1.42596 -1.97714 -1.16632
H 6.34658 -2.92011 2.59969
H -3.49384 0.24839 -0.08789
C -3.16615 1.89877 -4.29510
H -3.97424 3.68379 3.90582
C 1.22168 3.00033 2.28582
Cl -0.13071 2.75193 -1.09580
N 4.04789 1.07964 0.11778
H -1.25091 -2.15692 -1.99657
H -1.57641 3.33583 4.55728
H -1.90981 1.63942 4.83955
C 2.73796 1.09823 -0.04946
H -2.15868 3.10400 2.13925
C -3.89902 3.15385 5.99718
H -2.71397 -3.33530 3.15603
H 0.41556 4.80260 6.03508
C -1.90135 -1.92779 1.75936
H -3.30506 4.01374 6.31069
C -1.28149 2.46268 -2.36509
H 1.07869 3.54606 1.35081
C 6.65607 -1.05232 1.58602
H 0.26961 0.43777 3.37312
C 6.07392 0.01350 0.93008
C -2.20740 2.50322 4.23480
H 6.67553 0.82447 0.53965
N 1.68305 -1.84684 1.55924
Ti -0.28394 -0.04632 -0.03318
H 2.13893 5.09576 5.82266
C 3.89481 -1.00585 1.27066
C 1.14828 3.97605 3.47084
Ge -0.14213 1.59859 2.44646
N -2.10771 -0.91872 0.88708
C -2.59959 3.17824 -4.23005
H 2.32990 1.94275 -0.59023
H -3.62257 2.30940 6.63072
H -0.19808 -3.11436 2.57191
C -4.22896 -2.11803 2.21370
Cl -3.07211 4.38888 -5.34149
C -2.78172 0.91293 -3.39162
C -1.82463 1.18254 -2.40976
H -2.68509 1.44713 2.41345
C -3.36114 -0.53495 0.64657
C 1.41852 3.31607 4.81762
O -1.45062 0.25570 -1.54318
H 0.76135 -1.11864 -2.40124
H -4.94502 3.38672 6.19096
H 0.17063 4.46833 3.48372
C 4.69375 0.02467 0.77788
N 0.35686 -1.55340 1.34101
Cl -3.45248 -0.66965 -3.44079
H 4.59840 1.84019 -0.25567
H 3.88709 -2.87282 2.32286
H -5.44423 -0.76249 1.06056
C -3.66901 2.83660 4.52629
C 4.50376 -2.07488 1.93515
H 2.38903 2.81032 4.78265
H 7.72949 -1.07908 1.71281
C 5.87290 -2.09470 2.08738
C 2.45351 -0.92219 1.08480
H -0.10297 -3.30296 -2.22798
N 1.91669 0.16933 0.38560
H 2.20740 2.52767 2.25978
N 0.56961 -1.53747 -1.49100
Cl -0.94035 5.01781 -3.13741
H 1.58959 3.83187 6.92038
C -1.64778 3.46464 -3.25270
H 1.87820 4.77368 3.30732
C 1.39023 4.31563 5.96549
C -0.50377 -2.28287 1.94514
C -4.44744 -1.10984 1.29117
N -0.42438 -2.58449 -1.58458
H 0.67804 2.52858 5.00731
H -4.29424 1.99107 4.22184
Cl -4.33672 1.54420 -5.48717
H -5.05715 -2.57754 2.73549
C -2.92703 -2.54050 2.45497